one.
C9H14 | the ωB97M-V functional and the def2-TZVPD basis

Summary:
HOMO, eV: -8.9590
SMILES: Cc1ccccc1.CC
Frontier orbital gap, eV: 10.0

The geometry in XYZ format:
```
23
C9H14, DFT the ωB97M-V functional and the def2-TZVPD basis
C -1.2505 0.6670 2.2373
C -0.4792 -0.4342 1.6435
C 0.6961 -0.1568 0.9229
C 1.3974 -1.2073 0.2823
C 0.8543 -2.5135 0.2084
C -0.3932 -2.7160 0.6710
C -1.0404 -1.7221 1.4209
H -2.0311 0.9044 1.6108
H -0.5490 1.6192 2.1023
H -1.7380 0.5551 3.2853
H 1.2157 0.7487 1.0677
H 2.3668 -0.9794 -0.2549
H 1.4158 -3.2925 -0.1940
H -1.0621 -3.6014 0.5708
H -1.9475 -1.9924 2.0418
C 1.0112 1.9757 -1.8376
C -0.2757 1.5789 -2.5902
H 1.6462 2.5044 -2.6067
H 0.7196 2.6400 -1.1589
H 1.3319 0.9369 -1.4780
H -0.9690 1.3002 -1.7605
H -0.7636 2.4689 -3.0011
H -0.1556 0.7161 -3.1831
```

---

two.
C9H14 | the ωB97M-V functional and the def2-TZVPD basis

Summary:
HOMO, eV: -8.6794
SMILES: Cc1ccccc1.CC
Frontier orbital gap, eV: 9.7

The geometry in XYZ format:
```
23
C9H14, DFT the ωB97M-V functional and the def2-TZVPD basis
C 1.0044 -0.9882 -1.7105
C -0.2852 -0.4771 -1.3014
C -0.6186 0.9423 -1.1874
C -1.9545 1.3431 -1.0149
C -2.9010 0.3523 -0.4390
C -2.5639 -0.9598 -0.5527
C -1.3623 -1.4117 -1.1702
H 1.0086 -2.0969 -1.7900
H 1.7029 -0.6965 -0.9530
H 1.2132 -0.5267 -2.6904
H 0.0662 1.8044 -1.2315
H -2.4473 2.2673 -0.8535
H -3.8208 0.5261 0.2426
H -3.2863 -1.6986 -0.2290
H -1.2638 -2.4780 -1.3414
C 1.7656 -0.0405 1.6807
C 2.1395 1.1233 2.4749
H 1.0297 -0.7431 2.0858
H 1.5834 0.2104 0.6176
H 2.5523 -0.6670 1.4000
H 1.1709 1.3857 2.8102
H 2.5006 1.8934 1.7865
H 2.7665 0.9360 3.3666
```

---

three.
C9H14 | the ωB97M-V functional and the def2-TZVPD basis

Summary:
HOMO, eV: -9.0374
SMILES: Cc1ccccc1.CC
Frontier orbital gap, eV: 10.1

The geometry in XYZ format:
```
23
C9H14, DFT the ωB97M-V functional and the def2-TZVPD basis
C -1.2574 0.8476 3.0599
C -0.2039 0.0211 2.3727
C -0.3861 -0.2016 0.9977
C 0.6402 -0.7045 0.2131
C 1.8400 -1.0831 0.8072
C 2.0357 -0.8383 2.1574
C 1.0297 -0.2811 2.9322
H -2.2531 0.6281 2.6637
H -1.0364 1.9187 3.0375
H -1.4171 0.6111 4.1127
H -1.3077 0.1181 0.5181
H 0.4601 -0.8403 -0.8432
H 2.6020 -1.6601 0.3008
H 2.9686 -1.1715 2.5849
H 1.1786 -0.0725 3.9882
C -1.3292 0.4157 -3.2812
C 0.0320 0.2612 -3.9567
H -2.0994 -0.0503 -3.9033
H -1.3319 -0.0895 -2.3213
H -1.5457 1.4791 -3.1986
H 0.8354 0.3458 -3.2053
H 0.3222 1.0619 -4.6393
H 0.2236 -0.7156 -4.3973
```

---

four.
C9H14 | the ωB97M-V functional and the def2-TZVPD basis

Summary:
HOMO, eV: -8.8088
SMILES: Cc1ccccc1.CC
Frontier orbital gap, eV: 9.8

The geometry in XYZ format:
```
23
C9H14, DFT the ωB97M-V functional and the def2-TZVPD basis
C 0.5130 1.8179 1.9871
C 1.0441 0.9551 0.9062
C 1.3757 1.4510 -0.3378
C 1.8694 0.5936 -1.3407
C 2.2369 -0.7277 -1.1044
C 1.8230 -1.2886 0.3123
C 1.2949 -0.3877 1.2227
H 1.2952 2.4564 2.4393
H 0.1613 1.1995 2.7648
H -0.2656 2.4605 1.6612
H 0.8368 2.3787 -0.6484
H 2.1118 1.1899 -2.2248
H 2.6294 -1.5088 -1.6305
H 1.9535 -2.3835 0.5896
H 1.1157 -0.7533 2.0965
C -2.6493 -0.2045 -0.5644
C -2.3927 -1.6371 -1.0646
H -2.4970 0.5393 -1.3732
H -3.7574 -0.1087 -0.2976
H -2.0708 -0.0024 0.2506
H -2.8357 -1.9718 -2.0179
H -2.4810 -2.4616 -0.3061
H -1.3113 -1.6061 -1.3199
```

---

The most stable of them is three.

---

one.
C9H14 | the ωB97M-V functional and the def2-TZVPD basis

Summary:
HOMO, eV: -9.0106
SMILES: Cc1ccccc1.CC
Frontier orbital gap, eV: 10.0

The geometry in XYZ format:
```
23
C9H14, DFT the ωB97M-V functional and the def2-TZVPD basis
C -0.7167 -2.7879 -0.3167
C -1.0797 -1.3590 -0.0236
C -0.0956 -0.4589 0.4075
C -0.4149 0.8448 0.6918
C -1.7230 1.3109 0.5372
C -2.6950 0.4405 0.0875
C -2.3679 -0.8802 -0.2140
H 0.1889 -2.9362 -0.9002
H -1.5287 -3.3143 -0.8247
H -0.6162 -3.2896 0.6468
H 0.8977 -0.8603 0.5581
H 0.3311 1.5835 0.9450
H -1.9556 2.3324 0.8021
H -3.7126 0.7525 -0.1234
H -3.1005 -1.5884 -0.5752
C 2.8337 1.2524 -0.0789
C 4.2009 1.3821 -0.7461
H 2.9612 1.1581 1.0032
H 2.2083 2.1298 -0.2385
H 2.2967 0.3769 -0.4219
H 4.1180 1.8759 -1.7141
H 4.6594 0.4091 -0.9228
H 4.8951 1.9797 -0.1563
```

---

two.
C9H14 | the ωB97M-V functional and the def2-TZVPD basis

Summary:
HOMO, eV: -9.0496
SMILES: Cc1ccccc1.CC
Frontier orbital gap, eV: 10.1

The geometry in XYZ format:
```
23
C9H14, DFT the ωB97M-V functional and the def2-TZVPD basis
C 3.4663 -0.6870 1.4270
C 2.3826 -0.0863 0.5766
C 2.5806 1.1867 0.0377
C 1.5907 1.7584 -0.7490
C 0.4040 1.1009 -1.0685
C 0.2603 -0.1921 -0.5731
C 1.2170 -0.7661 0.2425
H 3.0555 -1.1734 2.2865
H 4.1468 0.0930 1.7484
H 4.1122 -1.3978 0.9025
H 3.4905 1.7507 0.1963
H 1.8346 2.7050 -1.2241
H -0.2353 1.5044 -1.8418
H -0.6229 -0.6944 -0.9180
H 1.0774 -1.7553 0.6582
C -3.3217 0.2699 -0.2421
C -3.8391 -1.1609 -0.2001
H -2.4675 0.5377 0.3850
H -3.0320 0.7100 -1.1976
H -4.1160 0.9341 0.0719
H -4.8559 -1.1758 0.1917
H -3.8651 -1.6542 -1.1737
H -3.2629 -1.8076 0.4638
```

---

The most stable of them is one.

---

one.
C9H14 | the ωB97M-V functional and the def2-TZVPD basis

Summary:
HOMO, eV: -8.9651
SMILES: Cc1ccccc1.CC
Frontier orbital gap, eV: 9.9

The geometry in XYZ format:
```
23
C9H14, DFT the ωB97M-V functional and the def2-TZVPD basis
C 2.9207 0.1561 0.2636
C 1.5491 -0.3474 0.6038
C 0.9640 -0.6980 -0.5917
C -0.2848 -1.4192 -0.4307
C -1.0246 -1.4249 0.7931
C -0.2837 -1.1424 1.9608
C 1.0428 -0.6007 1.8824
H 3.3912 0.3858 1.2752
H 2.7312 1.2909 -0.0327
H 3.4101 -0.4396 -0.5741
H 1.4113 -0.6541 -1.6019
H -0.5756 -1.7380 -1.4224
H -2.0598 -1.9060 0.8365
H -0.7870 -1.4500 2.8943
H 1.3832 -0.2527 2.9418
C -2.3951 2.5681 -1.2587
C -1.9214 1.5636 -2.2251
H -2.1635 2.3102 -0.2109
H -1.4868 3.4397 -1.3668
H -3.2693 3.1625 -1.4093
H -1.9706 0.5591 -1.7469
H -2.5233 1.4691 -3.1415
H -0.8936 1.8918 -2.4270
```

---

two.
C9H14 | the ωB97M-V functional and the def2-TZVPD basis

Summary:
HOMO, eV: -9.0682
SMILES: Cc1ccccc1.CC
Frontier orbital gap, eV: 10.1

The geometry in XYZ format:
```
23
C9H14, DFT the ωB97M-V functional and the def2-TZVPD basis
C -1.5097 -2.3561 -0.3704
C -0.5474 -1.3322 -0.8980
C 0.7116 -1.7452 -1.3446
C 1.6221 -0.8120 -1.8028
C 1.3197 0.5492 -1.8280
C 0.0663 0.9577 -1.3991
C -0.8635 0.0200 -0.9595
H -2.5486 -2.0434 -0.4822
H -1.4235 -2.4646 0.7141
H -1.4464 -3.2912 -0.9260
H 0.9425 -2.8019 -1.3595
H 2.6219 -1.0970 -2.1060
H 2.1068 1.2617 -2.0447
H -0.2923 1.9684 -1.5437
H -1.7838 0.3349 -0.4770
C 0.3501 0.9175 2.3491
C -0.1286 2.3038 1.8512
H -0.0030 0.7197 3.3565
H 0.0655 0.1068 1.6776
H 1.4410 0.9015 2.4133
H -0.6893 2.2082 0.9279
H 0.7642 2.9014 1.6721
H -0.7755 2.7927 2.5798
```

---

The most stable of them is two.